Entry 1:
A cluster of 3 separate species, C18H33N3O9PS2 in total at a distorted geometry, computed with ωB97M-V/def2-TZVPD.

For the frontier orbital gap, the calculation gives 0.3222 hartree. As for the net charge: +1. Its HOMO energy is -12.35 eV. The LUMO energy is -3.58 eV. As for the total energy: -2684.621388 a.u.

XYZ file:
```
66
Properties=species:S:1:pos:R:3:forces:R:3
N -0.961888 -4.905258 3.686868 0.319 -0.098 -0.423
C -1.726212 -4.692295 2.615292 0.100 -0.246 -0.645
N -2.808386 -5.556227 2.345158 -0.792 0.760 0.545
C -3.827065 -4.609506 1.843777 0.194 0.842 -0.848
C -4.627658 -3.985149 2.981686 -0.097 -0.131 0.097
C -5.642378 -4.948310 3.569179 -0.155 0.138 0.045
O -6.819515 -4.709212 3.558710 0.275 -0.130 0.023
C -2.966403 -3.507807 1.123435 -0.970 -0.720 -0.178
P -2.979077 -3.577744 -0.744357 0.296 -0.320 -0.142
O -2.158221 -2.183048 -0.974557 -0.336 -0.066 -0.192
O -4.539874 -3.162613 -0.967443 0.210 -0.042 0.328
N -1.640257 -3.711025 1.738139 -0.037 0.671 1.009
C -0.637420 -2.625320 1.834214 0.371 0.147 0.115
C -1.224410 -1.286446 2.197061 -0.252 0.062 -0.101
C -1.219545 -0.241673 1.274376 0.053 -0.147 0.188
C -1.785559 0.982178 1.613041 -0.001 -0.102 -0.011
C -2.365469 1.156401 2.862677 -0.026 0.022 0.045
C -2.361199 0.121864 3.791469 0.028 -0.210 -0.065
C -1.788583 -1.098422 3.457625 -0.002 0.021 -0.178
H -1.414689 -5.231162 4.524825 0.084 -0.720 -0.197
H 0.038521 -4.799107 3.685886 -0.022 0.492 0.160
H -2.531905 -6.145613 1.561355 0.166 -0.446 0.349
H -4.508639 -5.051332 1.116103 0.117 -0.387 0.136
H -3.947809 -3.625587 3.764630 -0.005 -0.067 0.027
H -5.189830 -3.121619 2.623451 0.018 -0.017 -0.075
H -5.243664 -5.886825 3.994933 -0.042 -0.030 0.004
H -3.418098 -2.555398 1.419723 0.636 0.304 0.107
H -2.702773 -1.426314 -0.710180 0.341 0.272 0.007
H -4.879864 -2.527552 -0.321210 -0.231 0.064 -0.149
H 0.075240 -2.923427 2.603782 -0.020 -0.061 -0.018
H -0.073173 -2.561010 0.904332 -0.191 -0.103 -0.112
H -0.758995 -0.390786 0.305210 0.047 0.139 -0.018
H -1.771804 1.791898 0.895139 0.010 -0.001 0.016
H -2.821017 2.103441 3.120273 0.032 0.010 -0.003
H -2.801548 0.252754 4.770973 0.001 0.080 -0.016
H -1.771815 -1.918023 4.170226 -0.022 0.086 0.080
O 0.295239 0.856229 -1.835835 -0.002 -0.052 0.195
S 0.946483 -0.149413 -2.628838 0.022 -0.091 -0.406
O 1.774998 -1.119706 -1.975105 -0.087 0.011 0.237
O 1.734434 0.528439 -3.807592 -0.022 -0.012 0.015
C 2.711167 1.565778 -3.496901 0.339 0.356 0.162
C 3.988595 1.007194 -2.911876 -0.072 -0.212 0.037
C -0.245740 -0.990109 -3.606897 -0.124 -0.026 -0.068
H 2.259844 2.306409 -2.838896 -0.104 -0.089 0.028
H 2.906524 2.048612 -4.450837 -0.134 -0.099 -0.082
H 3.820895 0.566453 -1.930441 -0.007 0.039 0.017
H 4.711911 1.813834 -2.805446 -0.027 0.039 -0.030
H 4.401060 0.232534 -3.558728 0.030 0.042 -0.032
H -0.872721 -0.257122 -4.107164 0.023 0.022 -0.010
H -0.836763 -1.595589 -2.923804 0.006 0.016 0.026
H 0.262672 -1.624273 -4.327761 0.065 0.023 0.017
O 3.796991 4.157561 -1.766636 -0.040 -0.098 -0.081
S 3.532700 5.565622 -1.684658 0.112 0.153 0.112
O 2.857260 6.210345 -2.766761 -0.056 -0.077 -0.046
O 4.886698 6.318395 -1.364200 -0.064 0.063 0.017
C 6.021212 6.079647 -2.235647 0.328 -0.085 -0.219
C 5.895121 6.771696 -3.575715 -0.201 0.012 0.011
C 2.706224 5.936389 -0.179059 -0.018 -0.020 0.055
H 6.162234 5.003710 -2.346263 -0.109 -0.015 0.032
H 6.871094 6.468985 -1.680193 -0.078 0.035 0.103
H 5.078344 6.359159 -4.165356 0.012 -0.024 0.000
H 6.821396 6.645659 -4.136224 0.036 0.010 0.041
H 5.703704 7.835727 -3.441011 0.057 0.013 -0.001
H 3.232985 5.457302 0.641093 0.017 0.004 -0.005
H 1.697493 5.540401 -0.272970 0.001 -0.011 -0.025
H 2.678931 7.015408 -0.056075 0.000 0.008 -0.016
```
Forces are in eV/Å.

Atom-resolved charges from Mulliken, all expressed in e: atom 1 (N): -0.324, atom 2 (C): 0.179, atom 3 (N): -0.375, atom 4 (C): 0.043, atom 5 (C): -0.568, atom 6 (C): -0.259, atom 7 (O): -0.438, atom 8 (C): -0.465, atom 9 (P): -0.170, atom 10 (O): -0.261, atom 11 (O): -0.449, atom 12 (N): 0.280, atom 13 (C): -1.208, atom 14 (C): 0.109, atom 15 (C): -0.394, atom 16 (C): -0.906, atom 17 (C): -0.372, atom 18 (C): -0.835, atom 19 (C): 0.067, atom 20 (H): 0.264, atom 21 (H): 0.266, atom 22 (H): 0.387, atom 23 (H): 0.664, atom 24 (H): 0.249, atom 25 (H): 0.376, atom 26 (H): 0.357, atom 27 (H): 0.586, atom 28 (H): 0.358, atom 29 (H): 0.391, atom 30 (H): 0.507, atom 31 (H): 0.414, atom 32 (H): 0.706, atom 33 (H): 0.528, atom 34 (H): 0.411, atom 35 (H): 0.417, atom 36 (H): 0.444, atom 37 (O): -0.664, atom 38 (S): 1.373, atom 39 (O): -0.662, atom 40 (O): -0.293, atom 41 (C): -0.341, atom 42 (C): -0.986, atom 43 (C): -0.781, atom 44 (H): 0.336, atom 45 (H): 0.275, atom 46 (H): 0.279, atom 47 (H): 0.314, atom 48 (H): 0.338, atom 49 (H): 0.317, atom 50 (H): 0.145, atom 51 (H): 0.362, atom 52 (O): -0.569, atom 53 (S): 1.228, atom 54 (O): -0.638, atom 55 (O): -0.292, atom 56 (C): -0.291, atom 57 (C): -0.983, atom 58 (C): -0.990, atom 59 (H): 0.276, atom 60 (H): 0.273, atom 61 (H): 0.297, atom 62 (H): 0.388, atom 63 (H): 0.272, atom 64 (H): 0.313, atom 65 (H): 0.371, atom 66 (H): 0.353

Entry 2:
A cluster of 3 separate species, C18H34BBrNO11 in total at a distorted geometry, computed with ωB97M-V/def2-TZVPD.

For the frontier orbital gap, the calculation gives 0.2952 hartree. As for the net charge: -1. Its HOMO energy is -5.82 eV. The LUMO energy is 2.21 eV. As for the total energy: -4187.704796 a.u.

XYZ file:
```
66
Properties=species:S:1:pos:R:3:forces:R:3
C 3.045970 3.447170 -0.288469 -0.152 0.036 0.342
C 2.883443 1.987184 0.123228 0.080 0.182 -0.162
C 3.092609 1.040409 -1.050117 0.123 0.024 -0.032
C 2.769377 -0.432548 -0.684712 0.133 0.219 0.065
C 3.493619 -1.369880 -1.667994 -0.132 0.194 0.134
Br 2.989554 -3.252201 -1.413206 0.080 -0.091 -0.057
C 5.022669 -1.278362 -1.598437 0.142 -0.603 -0.184
C 5.739647 -2.118873 -0.533488 -0.078 0.370 0.082
O 3.194230 -0.693231 0.620491 -0.149 -0.500 0.068
B 2.050356 -1.070295 1.475396 0.210 1.499 0.187
O 2.136458 -2.502452 2.015756 0.330 -0.006 0.075
C 3.082725 -2.687704 2.848134 -0.990 0.077 -0.993
N 3.938010 -2.898988 3.588469 0.720 -0.193 0.729
O 0.882471 -0.896907 0.632225 -0.336 -0.392 0.025
C 1.205435 -0.521438 -0.645829 0.252 -0.490 0.127
O 0.707625 -1.419278 -1.622679 -0.085 0.245 -0.184
C -0.547660 -1.083992 -2.156792 0.043 -0.025 -0.029
C -1.742005 -1.343300 -1.256137 -0.214 0.049 -0.052
C -1.640910 -2.645725 -0.488210 -0.305 -0.146 0.201
O -1.935400 -0.220905 -0.384422 -0.008 0.082 -0.057
H 2.394461 3.719921 -1.119366 0.021 -0.020 -0.126
H 2.788925 4.100562 0.547410 0.007 0.063 0.014
H 4.079876 3.669176 -0.552313 0.043 -0.008 -0.188
H 1.901797 1.826255 0.570285 -0.074 -0.024 0.035
H 3.615631 1.764747 0.895502 -0.047 -0.174 0.113
H 4.114947 1.160855 -1.403959 0.100 -0.009 0.018
H 2.458052 1.361581 -1.882824 -0.081 -0.120 -0.085
H 3.160446 -1.146794 -2.679012 -0.070 0.013 -0.025
H 5.328785 -0.244954 -1.482767 -0.098 0.169 -0.009
H 5.390483 -1.604717 -2.574297 0.077 0.104 -0.077
H 5.154672 -2.189804 0.378039 -0.067 -0.047 0.044
H 6.674449 -1.622097 -0.272075 0.146 -0.097 -0.028
H 5.958605 -3.115504 -0.905171 -0.011 -0.096 0.070
H 2.014137 -0.302329 2.451186 -0.007 -0.393 0.029
H 0.771251 0.457627 -0.877049 -0.127 0.138 0.039
H -0.566399 -0.039788 -2.492123 -0.023 0.115 0.084
H -0.678547 -1.698733 -3.049337 0.109 -0.122 0.003
H -2.611080 -1.395670 -1.923494 0.010 0.038 -0.128
H -2.639770 -2.985612 -0.204566 -0.033 0.007 0.057
H -1.187449 -3.430919 -1.090002 0.114 -0.010 -0.066
H -1.060080 -2.513885 0.419435 0.232 0.066 -0.055
H -2.859284 -0.207857 -0.119616 0.025 -0.079 0.094
C -4.911752 -1.669624 6.175524 -0.093 -0.020 0.083
O -3.863916 -0.706566 6.098639 -0.025 0.015 0.047
C -3.053549 -0.869691 5.041268 0.041 0.058 -0.010
O -3.172348 -1.729908 4.209499 -0.028 -0.033 -0.034
O -2.127632 0.074458 5.082366 0.038 0.045 0.038
C -1.159216 0.022224 4.017238 0.163 0.032 -0.197
H -5.482675 -1.422643 7.066509 0.041 0.051 0.013
H -5.554637 -1.612256 5.298743 0.033 -0.045 -0.039
H -4.505819 -2.675607 6.265631 0.005 -0.015 -0.067
H -1.645813 0.130051 3.050495 -0.014 -0.099 -0.013
H -0.597663 -0.907690 4.046740 -0.056 -0.052 -0.028
H -0.483122 0.855012 4.177758 -0.041 0.019 0.102
C -2.240141 2.721489 -1.845079 0.223 -0.007 0.182
O -3.327341 2.116257 -2.560042 -0.026 -0.033 -0.002
C -3.978265 2.929026 -3.379058 0.030 -0.069 0.041
O -3.745429 4.094773 -3.569189 0.002 0.062 -0.017
O -4.954825 2.231717 -3.970801 -0.032 -0.030 -0.013
C -5.739792 2.991015 -4.888189 -0.100 -0.024 -0.077
H -1.815653 1.936234 -1.226994 -0.073 -0.084 -0.048
H -1.489655 3.095521 -2.539059 -0.060 0.071 -0.040
H -2.603708 3.533299 -1.217704 -0.027 0.063 -0.083
H -5.122073 3.375584 -5.697657 0.020 0.057 0.029
H -6.235217 3.816643 -4.380493 0.049 0.045 -0.005
H -6.482435 2.305687 -5.286526 0.025 -0.051 0.037
```
Forces are in eV/Å.

Atom-resolved charges from Mulliken, all expressed in e: atom 1 (C): -1.471, atom 2 (C): 0.066, atom 3 (C): -1.308, atom 4 (C): 1.106, atom 5 (C): -0.278, atom 6 (Br): -0.183, atom 7 (C): -0.507, atom 8 (C): -1.195, atom 9 (O): -0.722, atom 10 (B): 1.359, atom 11 (O): -0.577, atom 12 (C): 0.619, atom 13 (N): -0.704, atom 14 (O): -0.750, atom 15 (C): -0.508, atom 16 (O): -0.275, atom 17 (C): -0.914, atom 18 (C): 0.332, atom 19 (C): -1.287, atom 20 (O): -0.468, atom 21 (H): 0.315, atom 22 (H): 0.407, atom 23 (H): 0.319, atom 24 (H): 0.076, atom 25 (H): 0.334, atom 26 (H): 0.409, atom 27 (H): 0.291, atom 28 (H): 0.511, atom 29 (H): 0.229, atom 30 (H): 0.410, atom 31 (H): 0.259, atom 32 (H): 0.383, atom 33 (H): 0.345, atom 34 (H): -0.397, atom 35 (H): 0.204, atom 36 (H): 0.351, atom 37 (H): 0.470, atom 38 (H): 0.585, atom 39 (H): 0.409, atom 40 (H): 0.325, atom 41 (H): 0.177, atom 42 (H): 0.250, atom 43 (C): -0.624, atom 44 (O): -0.344, atom 45 (C): 0.749, atom 46 (O): -0.544, atom 47 (O): -0.349, atom 48 (C): -0.510, atom 49 (H): 0.208, atom 50 (H): 0.290, atom 51 (H): 0.290, atom 52 (H): 0.221, atom 53 (H): 0.336, atom 54 (H): 0.290, atom 55 (C): -0.438, atom 56 (O): -0.100, atom 57 (C): 0.688, atom 58 (O): -0.556, atom 59 (O): -0.337, atom 60 (C): -0.647, atom 61 (H): -0.101, atom 62 (H): 0.298, atom 63 (H): 0.386, atom 64 (H): 0.289, atom 65 (H): 0.291, atom 66 (H): 0.217

Entry 3:
A cluster of 2 separate species, C18H34F5N4O2 in total at a distorted geometry, computed with ωB97M-V/def2-TZVPD.

For the frontier orbital gap, the calculation gives 0.2827 hartree. As for the net charge: +1. Its HOMO energy is -12.34 eV. The LUMO energy is -4.65 eV. As for the total energy: -1574.711320 a.u.

XYZ file:
```
63
Properties=species:S:1:pos:R:3:forces:R:3
C 0.615644 1.578470 -3.111906 -0.182 0.602 -0.044
C 0.106719 0.352750 -3.242498 1.035 0.357 0.613
N -1.246328 -0.079010 -2.703341 1.518 0.675 -1.762
C -1.395189 0.432821 -1.293762 -0.631 -0.034 2.264
C -0.519003 -0.178388 -0.171562 1.260 0.813 0.116
C 0.947636 0.413776 -0.053504 -0.412 -1.323 0.150
C 2.047216 -0.548129 -0.619168 -0.288 1.059 1.017
N 3.330402 0.198062 -0.698303 -0.650 -1.024 -0.981
C 4.136321 -0.086645 -1.834404 0.374 0.122 0.020
N 5.340118 -0.370710 -1.638332 0.686 -0.325 -0.100
N 3.657977 -0.017684 -3.195887 -0.627 -0.153 0.824
C -1.211800 -1.583310 -2.739046 -1.406 -1.675 -0.506
C -1.212597 -2.260314 -4.136178 1.325 -0.021 -0.405
C -0.325591 -3.539768 -4.064849 0.628 2.490 -0.063
O -0.804483 -4.589344 -4.015213 -1.444 -3.164 0.028
O 1.031784 -3.407436 -4.085830 -0.272 0.849 0.415
C -2.254312 0.562546 -3.585991 -1.838 0.726 -0.785
F -2.332282 1.872916 -3.352115 0.371 0.317 1.272
F -1.892936 0.528907 -4.858377 0.684 -1.341 -0.411
C -3.743873 0.087746 -3.511253 -1.385 0.575 -0.862
F -4.372623 0.546969 -2.450562 0.418 -0.065 1.204
F -4.340314 0.669988 -4.540134 0.130 0.252 -0.696
F -3.965789 -1.202737 -3.626224 0.606 -0.814 0.301
H 0.124066 2.512793 -3.399355 -0.515 -0.147 1.464
H 1.616487 1.657506 -2.672380 0.390 -0.054 -1.641
H 0.736864 -0.388971 -3.730024 -0.244 -0.624 1.226
H -1.245282 1.515490 -1.220456 0.079 -0.280 -0.756
H -2.438930 0.277029 -0.973152 0.208 -0.216 -0.613
H -0.467800 -1.273869 -0.121933 -0.226 0.230 -0.237
H -1.014629 0.125990 0.763808 -0.175 -0.108 -0.446
H 1.033424 1.443591 -0.422966 -0.057 -0.343 -0.168
H 1.164230 0.465695 1.025075 -0.092 0.177 -0.324
H 2.161836 -1.335979 0.144198 -0.110 -0.015 -0.478
H 1.753855 -1.045248 -1.554559 0.172 0.324 0.073
H 3.889911 -0.104298 0.095126 0.142 0.459 -0.107
H 5.751378 -0.530123 -2.559063 0.307 0.127 0.290
H 2.866126 -0.644451 -3.294158 -0.025 0.299 -0.317
H 3.425984 0.928297 -3.479784 -0.069 -0.147 -0.001
H -0.348144 -1.993052 -2.207005 -0.032 0.988 0.223
H -2.101347 -1.940024 -2.198850 0.307 0.233 -0.030
H -2.182787 -2.615358 -4.488544 0.086 0.319 0.291
H -0.753870 -1.652325 -4.934941 -0.322 0.097 0.355
H 1.258555 -2.505740 -3.812686 0.263 -0.208 -0.346
C -0.184978 2.448848 7.002566 0.100 -0.057 -0.006
C 0.436867 2.179600 5.636287 -0.038 0.116 0.041
C -0.594864 1.879827 4.550242 0.033 -0.033 -0.086
C -1.437398 0.623644 4.784482 -0.004 0.033 0.090
C -0.639598 -0.669181 4.949101 -0.153 0.015 -0.127
C 0.168974 -1.036606 3.710787 0.144 -0.090 0.104
H -0.733445 1.581949 7.374875 -0.013 0.032 0.014
H 0.589713 2.685458 7.732917 -0.053 0.011 0.019
H -0.872985 3.295591 6.955646 -0.021 -0.035 0.016
H 1.158606 1.361443 5.716753 -0.021 -0.006 -0.039
H 1.010528 3.060948 5.335695 0.014 -0.049 -0.025
H -0.078664 1.799950 3.586161 -0.011 -0.004 0.000
H -1.270526 2.736316 4.456477 0.021 -0.004 0.015
H -2.130428 0.508806 3.942567 -0.007 -0.028 0.018
H -2.064590 0.764715 5.668373 0.006 0.021 -0.024
H -1.338273 -1.482373 5.163289 0.030 0.018 0.037
H 0.024356 -0.603756 5.814318 -0.011 0.034 -0.017
H -0.482515 -1.157153 2.839200 -0.018 0.009 0.009
H 0.693745 -1.980027 3.871483 0.016 0.015 -0.103
H 0.918850 -0.276426 3.478869 -0.002 -0.006 -0.002
```
Forces are in eV/Å.

Atom-resolved charges from Mulliken, all expressed in e: atom 1 (C): -1.421, atom 2 (C): 0.148, atom 3 (N): 1.023, atom 4 (C): -1.227, atom 5 (C): -0.304, atom 6 (C): -0.437, atom 7 (C): -0.198, atom 8 (N): -0.279, atom 9 (C): 0.441, atom 10 (N): -0.699, atom 11 (N): -0.522, atom 12 (C): -1.328, atom 13 (C): -0.513, atom 14 (C): 0.033, atom 15 (O): -0.435, atom 16 (O): -0.517, atom 17 (C): 0.955, atom 18 (F): -0.284, atom 19 (F): -0.273, atom 20 (C): 0.563, atom 21 (F): -0.228, atom 22 (F): -0.244, atom 23 (F): -0.216, atom 24 (H): 0.325, atom 25 (H): 0.179, atom 26 (H): 0.410, atom 27 (H): 0.431, atom 28 (H): 0.570, atom 29 (H): 0.446, atom 30 (H): 0.114, atom 31 (H): 0.299, atom 32 (H): 0.236, atom 33 (H): 0.448, atom 34 (H): -0.203, atom 35 (H): 0.342, atom 36 (H): 0.304, atom 37 (H): 0.155, atom 38 (H): 0.310, atom 39 (H): 0.706, atom 40 (H): 0.561, atom 41 (H): 0.499, atom 42 (H): 0.396, atom 43 (H): 0.396, atom 44 (C): -1.242, atom 45 (C): -0.467, atom 46 (C): -0.273, atom 47 (C): -0.705, atom 48 (C): -0.519, atom 49 (C): -0.855, atom 50 (H): 0.287, atom 51 (H): 0.385, atom 52 (H): 0.300, atom 53 (H): 0.251, atom 54 (H): 0.389, atom 55 (H): -0.019, atom 56 (H): 0.422, atom 57 (H): 0.350, atom 58 (H): 0.354, atom 59 (H): 0.363, atom 60 (H): 0.264, atom 61 (H): 0.098, atom 62 (H): 0.438, atom 63 (H): 0.222